Entry 1:
Here is CH11N7 as an isolated structure in a non-equilibrium geometry from the Open Molecules 2025 dataset. Energies are from ωB97M-V with the def2-TZVPD basis set.

## Properties
* highest occupied orbital energy (alpha / beta): -17.833 / -17.848 eV
* spin multiplicity: 1
* total charge: +2
* ΔE to the lowest compared entry with this formula, charge and spin: 247.8 kJ/mol

Last column: Mulliken charge in e.
Cartesian coordinates (Å):
N1 0.97 -1.00 -1.95  -0.722
H1 1.77 0.67 -1.84  0.415
H2 0.13 -0.89 -2.66  0.326
N2 0.50 -1.15 -0.61  -0.138
H3 -1.41 -1.17 2.61  0.264
H4 -1.11 -1.82 0.97  0.261
N3 0.92 1.17 -0.02  0.318
H5 -0.67 1.04 3.13  0.337
N4 1.86 1.36 -0.95  -0.628
H6 2.13 2.32 -1.07  0.299
H7 1.40 -1.87 -2.22  0.287
H8 0.36 -2.22 -0.34  0.313
N5 -0.96 -1.18 1.74  -0.483
H9 -3.33 0.89 -0.68  0.291
C1 0.30 0.02 0.15  0.605
H10 -2.60 1.02 -0.41  -0.288
N6 -0.42 -0.02 1.40  1.278
H11 0.61 1.79 0.65  0.195
N7 -0.46 1.03 2.09  -0.929

---

Entry 2:
Here is a 11-piece molecular cluster, C48H98F12N14O12PS6 overall in a non-equilibrium geometry from the Open Molecules 2025 dataset. Energies are from ωB97M-V with the def2-TZVPD basis set.

## Properties
* highest occupied orbital energy (alpha / beta): -15.726 / -15.726 eV
* spin multiplicity: 2
* total charge: +4

Last column: Mulliken charge in e.
Cartesian coordinates (Å):
H1 -7.10 -1.98 -6.16  0.354
H2 0.49 4.23 -7.03  0.445
F1 1.60 1.34 -3.84  -0.328
N1 -0.68 0.14 -0.03  0.754
F2 -2.47 -2.02 3.25  -0.373
F3 1.05 -2.89 -2.15  -0.248
F4 -4.20 1.11 -3.93  -0.136
C1 -5.33 -4.45 -4.27  -0.991
C2 2.18 0.31 4.59  -0.751
C3 -1.09 1.00 -1.03  -0.623
H3 1.29 -0.25 -0.62  0.470
H4 6.79 0.00 -5.21  0.470
H5 3.86 -2.43 -3.40  0.140
H6 7.09 -8.69 2.84  0.403
H7 -3.74 -4.85 -1.95  0.371
H8 -4.27 -4.70 -4.31  0.339
N2 -0.95 3.62 -5.53  0.548
C4 3.17 -3.50 1.13  0.401
H9 -2.03 7.42 9.50  0.357
N3 4.17 -4.88 3.01  0.444
H10 4.83 -3.13 -2.08  0.517
H11 1.59 5.31 -2.37  0.343
H12 2.12 4.78 -4.73  0.460
C5 4.97 -3.85 3.84  -0.866
H13 -4.13 2.46 0.89  0.332
C6 7.25 0.11 -2.38  -0.906
N4 1.14 -0.69 -3.07  0.432
H14 6.75 -6.19 3.17  0.288
H15 -6.90 -0.64 -5.20  0.368
H16 2.85 1.71 1.81  0.690
H17 8.03 2.16 3.19  0.321
F5 -0.41 -4.50 3.45  -0.399
O1 -9.02 0.30 6.66  -0.449
H18 -3.46 1.50 2.28  0.318
C7 -2.34 7.11 5.43  -0.149
C8 0.69 4.71 -2.51  -0.888
H19 5.61 1.84 4.89  0.404
F6 -8.06 1.15 2.47  -0.289
H20 0.88 3.85 -1.86  0.276
O2 2.19 -0.27 -5.46  -0.638
C9 -4.97 0.45 1.04  -0.669
C10 -2.40 7.81 6.68  -0.551
S1 0.52 -2.14 -3.43  0.569
F7 -11.03 1.31 6.05  -0.221
H21 0.95 -0.54 1.14  -0.217
C11 9.78 0.57 -2.41  -1.316
N5 0.32 4.27 -3.81  0.413
C12 6.17 -8.27 3.23  -1.424
H22 -3.73 5.55 3.22  0.441
H23 4.68 -6.38 4.56  0.346
H24 -3.32 6.27 9.59  0.341
N6 -9.68 1.20 4.07  0.003
N7 3.94 1.80 3.62  0.300
C13 -2.11 3.11 -6.25  0.287
H25 5.34 -8.92 2.94  0.359
H26 -6.05 -3.71 -1.64  0.653
C14 -4.48 -2.08 -4.16  -0.488
C15 0.26 4.08 -5.99  -0.370
H27 -7.08 -1.90 -3.04  0.336
H28 -4.72 -0.63 -5.70  0.313
H29 -4.56 -1.21 -3.51  0.218
H30 3.59 -2.52 0.90  -0.246
C16 5.94 -6.84 2.82  -0.140
C17 4.61 -2.22 -2.64  -0.580
O3 -10.76 -0.85 5.23  -0.433
C18 -1.69 0.20 0.97  -0.750
H31 -4.28 4.15 4.07  0.364
H32 8.69 -0.64 -3.80  0.468
S2 -5.23 2.25 -3.40  0.756
H33 5.32 -4.14 1.29  0.352
H34 -4.72 -2.37 -6.20  0.378
N8 5.95 -0.17 -3.23  0.831
H35 6.73 -2.08 -2.95  0.228
H36 -2.72 5.04 -7.15  0.363
S3 -5.36 4.37 -2.33  0.804
F8 -2.64 -4.40 2.88  -0.368
H37 -5.28 0.58 0.00  0.061
C19 4.27 -1.02 -1.64  1.746
O4 1.17 -2.83 -4.52  -0.651
P1 -1.53 -3.28 3.34  1.256
H38 7.29 -0.56 -1.51  0.484
C20 2.88 1.73 4.57  -0.675
H39 5.11 0.26 -5.19  0.399
N9 -2.72 1.02 0.49  0.687
S4 -8.36 0.44 3.91  1.101
C21 -2.97 7.14 9.03  -0.885
H40 2.16 -5.65 2.83  0.353
C22 0.58 -0.62 0.12  -0.390
O5 -5.78 4.04 -0.95  -0.493
N10 -5.48 -3.11 -3.61  0.245
C23 -5.17 -3.24 -2.07  -1.020
N11 -4.26 3.32 -3.05  0.105
H41 -3.43 3.58 -7.89  0.413
H42 -1.26 4.96 4.28  0.371
H43 4.88 1.12 -1.89  0.410
H44 -3.46 -2.46 -4.21  0.332
C24 -3.84 1.48 1.26  -0.517
H45 10.42 1.26 -2.96  0.365
F9 -1.07 -3.01 1.78  -0.253
O6 -0.10 0.37 -4.98  -0.589
C25 5.26 1.85 3.87  -0.289
S5 1.16 -0.07 -4.42  0.748
O7 -0.92 -2.35 -3.30  -0.294
H46 3.72 -6.91 3.05  0.330
H47 -2.40 -3.68 -0.16  0.325
H48 -3.78 7.85 9.20  0.355
S6 -9.93 0.30 5.52  1.118
H49 1.22 -3.60 1.73  -0.251
H50 -2.03 7.48 4.47  0.435
C26 -2.53 3.99 -7.42  -1.415
H51 0.40 -1.62 -0.27  0.016
H52 2.20 -2.58 2.73  -0.090
H53 -2.94 3.00 -5.56  -0.194
C27 1.11 4.44 -4.92  -0.564
H54 -7.62 -3.27 -3.96  0.383
C28 5.05 1.86 1.66  -0.418
H55 6.03 -6.82 1.74  0.312
O8 -6.34 5.02 -3.16  -0.524
C29 -0.91 3.84 -4.17  -0.717
C30 3.82 1.71 2.27  -0.713
H56 5.88 -2.05 -4.48  0.456
H57 1.52 0.18 5.45  0.487
F10 -0.39 -2.28 3.92  -0.340
H58 2.37 -4.45 4.14  0.384
H59 -2.98 2.10 -1.36  0.721
H60 -5.92 0.77 1.47  0.134
C31 -3.39 4.61 3.64  -0.853
C32 -6.55 -1.67 -5.27  -0.800
H61 4.78 -0.97 -0.68  0.291
H62 1.73 0.04 3.63  0.069
O9 -8.35 -0.98 3.52  -0.420
N12 -2.82 6.80 7.63  0.103
H63 7.73 1.72 1.52  0.352
H64 -5.20 -2.23 -1.67  0.157
C33 -3.46 -3.46 -0.27  -1.240
C34 2.19 -3.54 2.23  0.716
H65 -2.33 8.83 7.00  0.448
H66 4.90 -4.01 4.91  0.291
H67 2.11 2.45 4.30  0.343
H68 6.22 1.58 -4.61  0.377
H69 9.61 1.10 -1.47  0.295
H70 -5.76 -4.40 -5.27  0.401
C35 6.02 0.51 -4.65  -1.200
H71 3.94 0.46 -3.21  0.165
H72 3.22 -0.93 -1.36  -1.251
O10 -5.86 1.45 -2.37  -0.540
H73 4.63 -2.88 3.47  0.286
N13 5.99 1.80 2.67  0.167
C36 4.68 0.21 -2.45  -1.072
C37 4.55 -6.34 3.48  -0.482
H74 -1.63 -0.24 1.95  0.447
H75 -1.71 3.96 -8.13  0.427
C38 8.51 0.23 -3.17  -0.513
C39 -5.08 -1.64 -5.47  -0.518
H76 -1.82 3.70 -3.59  0.601
H77 2.93 -0.47 4.73  0.289
H78 10.38 -0.31 -2.19  0.342
H79 7.62 0.55 2.81  0.366
H80 -5.74 -5.08 -3.48  0.394
C40 4.33 -4.54 1.48  -1.015
C41 -3.85 -3.79 -1.72  0.722
C42 7.38 1.58 2.54  -0.849
N14 -2.51 5.80 5.65  0.232
C43 -2.82 5.58 7.00  -0.091
C44 5.84 -1.69 -3.45  -0.750
O11 -5.97 2.52 -4.61  -0.608
H81 -3.14 -3.36 -2.42  -0.147
H82 8.45 0.99 -3.94  0.331
O12 -7.17 0.93 4.57  -0.413
H83 6.35 -8.31 4.30  0.362
H84 7.04 1.04 -1.87  0.479
H85 5.21 1.99 0.60  0.507
H86 -0.51 1.16 -1.92  0.864
H87 -0.10 5.27 -2.01  0.379
F11 -4.26 5.56 -2.19  -0.301
H88 -2.17 3.76 5.24  0.280
C45 -2.23 4.71 4.71  -0.618
C46 -6.85 -2.49 -3.93  -0.535
H89 2.76 -3.84 0.18  0.185
C47 2.64 -4.71 3.11  -1.109
H90 -4.78 -0.60 1.23  0.387
H91 5.99 -4.13 3.56  0.385
H92 -3.02 4.60 7.42  0.365
H93 3.30 2.11 5.50  0.370
F12 -1.98 -3.58 4.88  -0.367
H94 -3.18 4.06 2.72  0.063
H95 -1.85 2.10 -6.56  0.203
H96 -4.05 -4.02 0.45  0.422
H97 4.19 -5.46 0.91  0.424
H98 -3.55 -2.40 -0.01  0.007
C48 -2.35 1.43 -0.79  -1.420

---

Entry 3:
Here is a 2-piece molecular cluster, C11H18ClNO3P overall in a non-equilibrium geometry from the Open Molecules 2025 dataset. Energies are from ωB97M-V with the def2-TZVPD basis set.

## Properties
* highest occupied orbital energy: -11.954 eV
* spin multiplicity: 1
* total charge: +1
* ΔE to the lowest compared entry with this formula, charge and spin: 0.0 kJ/mol

Last column: Mulliken charge in e.
Cartesian coordinates (Å):
O1 -4.54 0.95 0.24  -0.536
H1 -1.31 0.37 1.94  0.144
C1 -5.65 3.36 0.42  -0.629
O2 -2.81 1.66 1.50  -0.314
H2 -5.86 4.39 0.65  0.221
H3 -6.44 2.72 0.82  0.300
C2 0.86 0.04 -2.15  -0.743
H4 5.07 -3.46 1.04  0.399
O3 -4.39 3.05 1.05  -0.323
H5 1.86 0.37 -2.47  0.401
Cl1 0.67 -1.97 2.28  -0.121
C3 3.26 -1.22 -0.60  -0.315
C4 3.12 -2.80 1.62  -0.617
H6 0.13 0.73 -2.56  0.469
P1 0.71 -0.01 -0.32  0.418
C5 4.22 -2.83 0.82  -0.401
H7 -2.91 -0.39 1.83  0.404
C6 0.64 -1.37 -2.72  -1.171
C7 2.04 -1.97 1.28  0.713
N1 4.26 -2.04 -0.27  0.018
H8 1.74 2.23 -0.38  0.393
H9 3.39 -0.61 -1.49  0.394
H10 1.55 -1.97 -2.63  0.301
H11 5.08 -2.07 -0.86  0.299
H12 0.41 -1.31 -3.78  0.374
C8 -3.98 1.81 0.87  0.758
C9 -2.25 0.35 1.39  -0.554
H13 -0.18 -1.88 -2.21  0.340
H14 3.07 -3.41 2.51  0.444
H15 2.03 1.40 1.13  0.363
H16 0.44 2.10 0.86  0.343
C10 2.10 -1.15 0.14  -0.268
H17 -5.58 3.22 -0.66  0.297
H18 -2.06 0.11 0.35  0.270
C11 1.27 1.59 0.37  -1.068